{
  "formula": "C16H9F5N4OOsS2Se",
  "method": "ωB97M-V with the def2-TZVPD basis set",
  "mol_weight_g_mol": 701.589,
  "e_homo_ev": [-14.99, -14.99],
  "lumo_energy_ev": [-9.4, -9.2],
  "e_tot_ev": -127801.394,
  "largest_force_ev_per_a": 0.7,
  "total_charge": 2,
  "relative_energy_kcal_mol": 0.0,
  "species": ["Os", "Se", "N", "C", "C", "C", "C", "C", "N", "C", "C", "N", "C", "C", "C", "C", "C", "N", "H", "H", "H", "H", "H", "H", "F", "C", "F", "C", "F", "F", "F", "C", "O", "C", "S", "S", "H", "H", "H"],
  "xyz": [[-1.356, 0.489, 0.849], [3.848, -2.743, -3.664], [3.880, -2.167, -1.990], [2.689, -1.693, -1.724], [2.324, -1.138, -0.432], [3.171, -1.068, 0.678], [2.692, -0.554, 1.869], [1.381, -0.113, 1.952], [0.582, -0.154, 0.881], [1.026, -0.659, -0.294], [0.045, -0.722, -1.369], [-1.212, -0.271, -1.089], [-2.155, -0.351, -2.020], [-1.892, -0.880, -3.279], [-0.633, -1.343, -3.577], [0.372, -1.272, -2.603], [1.731, -1.758, -2.787], [2.154, -2.286, -3.909], [4.188, -1.430, 0.593], [3.318, -0.498, 2.747], [0.951, 0.273, 2.867], [-3.137, 0.018, -1.749], [-2.689, -0.922, -4.007], [-0.404, -1.768, -4.546], [-1.387, -2.458, 0.716], [-1.869, -1.439, 1.427], [-3.173, -1.184, 1.069], [-1.824, -1.799, 2.923], [-2.135, -0.718, 3.645], [-0.580, -2.174, 3.228], [-2.666, -2.772, 3.206], [-0.616, 5.587, 1.268], [-1.372, 4.475, 1.869], [-1.258, 3.291, 1.442], [-0.314, 2.652, 0.188], [-2.290, 2.045, 2.170], [-0.440, 6.271, 2.090], [-1.264, 6.020, 0.512], [0.313, 5.211, 0.849]],
  "atomic_forces_ev_per_a": [[-0.544, -0.354, 0.187], [-0.046, 0.023, 0.027], [-0.030, 0.010, -0.007], [0.193, -0.050, -0.003], [-0.187, 0.077, 0.046], [-0.022, 0.016, -0.006], [0.061, 0.001, 0.065], [-0.081, -0.002, -0.177], [-0.095, -0.018, -0.064], [-0.239, -0.025, -0.124], [0.063, -0.136, -0.089], [0.722, -0.057, 0.154], [-0.126, 0.109, 0.106], [-0.137, 0.025, -0.032], [0.150, -0.048, -0.028], [-0.163, 0.116, 0.170], [0.032, -0.061, -0.170], [0.001, 0.009, 0.013], [0.004, -0.008, -0.009], [0.010, -0.017, -0.005], [0.023, 0.005, 0.013], [-0.002, -0.014, -0.032], [-0.012, -0.001, 0.012], [0.014, 0.001, 0.005], [-0.158, -0.067, -0.069], [0.565, 0.122, 0.133], [0.051, 0.317, -0.160], [0.008, -0.174, 0.029], [-0.043, 0.018, 0.080], [-0.022, 0.072, -0.006], [0.054, 0.019, -0.001], [-0.040, -0.064, 0.018], [0.103, -0.093, -0.017], [-0.128, -0.107, -0.203], [-0.193, 0.052, 0.498], [0.160, 0.194, -0.317], [-0.011, 0.035, -0.039], [0.056, 0.046, -0.005], [0.010, 0.028, 0.008]]
}